[1]
Molecular formula: C24H70O14
Method: DFT, the ωB97M-V functional and the def2-TZVPD basis

Positions of all 108 atoms, in Å:
O -17.967 -0.384 11.555
O -18.386 -3.413 18.700
O -19.543 1.698 10.744
O -20.135 -0.626 15.201
O -19.665 -3.733 16.222
O -15.119 -0.374 10.603
O -13.915 -7.491 12.908
O -21.198 -6.278 9.221
O -19.771 -1.034 18.033
O -22.156 1.864 11.687
O -17.169 -0.173 15.069
O -20.985 -8.678 10.835
O -15.673 -3.714 18.230
O -14.821 -0.877 13.676
C -21.779 -5.553 10.343
C -21.130 1.950 12.619
C -14.878 -7.811 10.785
C -15.011 -7.121 12.088
C -15.350 -2.860 17.016
C -15.678 -3.706 15.784
C -21.461 -1.155 15.010
C -16.956 1.085 15.627
C -17.489 -2.706 12.128
C -20.196 -7.908 12.977
C -23.238 -6.016 10.496
C -14.957 -5.591 12.113
C -20.593 -0.580 19.070
C -18.295 -1.708 11.250
C -13.948 -2.290 17.158
C -18.570 -8.860 11.250
C -21.647 -4.070 10.164
C -14.831 0.228 12.814
C -19.041 -4.859 16.839
C -18.264 -2.015 9.762
C -19.977 -8.920 11.827
C -18.942 -4.690 18.393
C -19.875 2.532 11.915
C -14.027 -0.244 11.585
H -22.245 -0.431 15.122
H -21.501 2.552 13.518
H -17.381 1.891 15.068
H -20.148 -6.881 12.646
H -14.020 -5.329 11.715
H -14.909 -1.184 10.073
H -19.709 -5.668 16.652
H -23.644 -6.225 9.513
H -19.957 -0.629 16.183
H -14.901 -8.915 10.977
H -20.721 -3.816 9.737
H -20.264 -9.962 12.216
H -19.511 -8.047 13.835
H -15.977 -7.508 12.453
H -15.116 -5.148 13.086
H -21.160 -1.381 19.625
H -21.902 -6.579 8.649
H -19.986 3.599 11.567
H -18.093 -0.383 14.875
H -13.955 -7.691 10.229
H -19.247 -1.795 18.328
H -13.826 -1.587 16.345
H -20.677 -7.871 10.353
H -15.734 -5.143 11.535
H -18.076 -5.104 16.326
H -18.406 -5.467 18.980
H -17.477 -2.543 13.209
H -23.292 -6.941 11.067
H -15.577 -3.054 14.925
H -18.453 -7.986 10.651
H -16.653 -4.102 15.843
H -13.275 0.451 11.228
H -16.129 -2.068 17.108
H -19.122 -2.940 16.296
H -21.319 0.043 18.626
H -15.850 0.627 12.555
H -16.426 -2.702 11.736
H -18.721 -1.178 9.223
H -21.161 -5.849 11.231
H -15.901 1.335 15.656
H -17.107 -0.209 11.078
H -21.792 1.548 10.846
H -18.550 -9.744 10.560
H -13.146 -3.028 17.195
H -19.090 0.934 11.082
H -19.064 2.548 12.692
H -20.922 0.950 12.972
H -13.979 -1.603 18.023
H -13.559 -1.236 11.800
H -18.626 -2.979 9.503
H -13.944 -8.449 13.037
H -21.170 -8.168 13.378
H -21.750 -3.574 11.110
H -17.265 1.174 16.690
H -20.056 -4.576 18.578
H -23.911 -5.291 10.917
H -17.390 -3.350 18.498
H -15.616 -0.872 14.259
H -21.495 -1.680 14.045
H -17.811 -3.754 11.863
H -17.199 -1.908 9.411
H -22.409 -3.509 9.566
H -15.710 -7.613 10.120
H -17.840 -9.023 12.054
H -19.388 -1.820 11.510
H -14.946 -3.567 18.833
H -14.403 1.111 13.351
H -21.621 -1.906 15.786
H -19.964 -0.003 19.771
H -15.021 -4.579 15.705

Atomic forces in eV per Å
O 1.5 0.7 -0.9
O 1.4 0.6 -0.2
O -1.1 2.2 1.1
O 0.0 0.2 1.0
O 0.1 -0.4 0.2
O 1.4 -1.6 -0.9
O 0.0 -0.6 0.7
O 0.5 0.4 0.7
O 0.3 -0.4 -0.7
O -1.4 0.1 -0.7
O 0.5 -0.9 -0.2
O 1.1 0.8 -0.3
O 0.4 0.6 -1.4
O -1.0 -0.6 1.0
C -0.5 -0.7 -0.2
C 0.4 1.1 0.1
C 0.0 -1.6 -1.2
C -0.2 0.7 0.8
C -1.3 -1.0 1.2
C 1.7 0.6 0.6
C 1.1 -1.2 0.4
C 0.1 0.6 1.4
C 0.9 -0.9 -2.1
C 0.2 -1.4 0.5
C 0.6 -0.4 0.2
C -1.1 -1.0 0.0
C 0.4 -0.6 1.4
C -2.0 -1.7 1.2
C -1.2 0.8 0.1
C -1.0 -2.6 -0.1
C -1.5 1.0 -0.3
C 0.7 1.2 0.7
C 1.3 0.3 0.1
C 2.4 1.9 -0.1
C -1.0 -0.3 1.1
C -1.0 1.2 -1.3
C 0.5 -0.1 0.4
C -1.9 0.1 0.1
H -0.3 0.7 -0.3
H 0.6 -0.5 -1.3
H -0.7 0.5 -0.5
H 0.0 0.2 -0.1
H 1.3 0.7 -0.4
H -0.4 1.2 0.4
H -0.5 -0.8 -0.2
H -0.1 0.0 -0.4
H -0.4 0.0 -1.0
H -0.2 0.7 -0.1
H 1.4 0.3 -0.4
H 0.8 1.4 -0.4
H 0.0 0.1 -0.6
H 0.2 0.4 0.6
H 0.3 -0.3 0.5
H 0.8 0.5 -0.6
H -0.2 0.0 -0.1
H -0.2 -1.2 0.2
H -0.2 0.4 0.1
H 0.3 0.6 0.1
H 0.0 -0.3 0.1
H 0.4 -0.1 -0.6
H -0.7 -0.7 0.1
H -0.6 0.1 -0.9
H -0.7 0.2 0.6
H -0.7 0.1 -0.7
H -0.3 0.2 -0.3
H 0.0 0.0 0.0
H 0.0 -0.1 -0.4
H 0.4 0.9 -0.2
H -1.2 -0.1 0.0
H 0.0 0.2 -0.1
H 0.8 -0.1 -0.4
H 0.1 -0.1 0.1
H -0.8 0.9 -0.4
H 0.8 -0.9 -0.1
H -0.9 0.3 0.7
H -0.6 -0.5 0.1
H -0.6 0.2 -0.8
H 0.5 -0.5 -0.2
H -0.8 -0.1 0.8
H 0.2 0.1 0.3
H 0.5 0.8 0.4
H -0.1 0.1 0.0
H 0.7 -1.0 0.4
H -0.2 -0.2 -0.8
H 0.5 -0.4 0.4
H 0.4 -0.6 0.1
H -0.4 0.8 -0.1
H -0.4 -0.7 -0.2
H 0.1 0.2 0.0
H -0.4 0.5 0.0
H 0.3 0.1 0.8
H -0.2 -0.2 -0.5
H 1.4 -0.4 0.8
H 0.0 0.5 0.5
H -1.5 -0.8 0.5
H 0.4 0.3 -0.6
H -0.1 0.4 0.2
H 0.0 0.9 0.6
H -0.7 -0.5 0.3
H 0.2 -1.1 0.0
H -0.2 0.2 -0.2
H 0.0 0.4 -0.4
H 0.9 0.2 0.2
H 0.1 -0.1 0.4
H 0.4 -0.5 -0.5
H -0.1 -0.2 -0.1
H -0.6 -0.1 0.1
H 0.2 0.3 -0.1

As for the HOMO-LUMO gap: 9.9 eV. For the total energy, the calculation gives -54684.261 eV. As for the structure (SMILES): CC(C)O.CC(C)O.CC(C)O.CC(C)O.CC(C)O.OCCO.OCCO.OCCO.CO.CO.CO. The calculation puts the energy above the lowest of the compared OMol25 structures with the same formula, charge and spin at 11.04 kcal/mol.

Atom charges from the Mulliken analysis, given in e for atoms 1 to 5:
1 O -0.46
2 O -0.65
3 O -0.63
4 O -0.20
5 O -0.36

---

[2]
Molecular formula: C41H37O15PS
Method: DFT, the ωB97M-V functional and the def2-TZVPD basis

Positions of all 95 atoms, in Å:
S 4.557 0.037 -1.761
P 3.549 -1.453 -2.921
O 1.573 -1.472 -9.374
O 2.407 2.818 5.556
O -1.923 -2.238 -5.474
O -4.221 -0.109 -7.972
O 0.721 2.174 0.924
O 7.352 -0.610 8.973
O -0.482 1.249 -1.644
O 4.342 3.641 8.035
O 2.109 8.053 6.281
O -2.962 1.741 4.701
O 4.416 -3.725 -1.930
O -7.686 -0.858 -4.039
O 1.991 -0.937 -3.160
O -5.669 -5.078 1.666
O -3.976 -1.698 -2.036
C -5.282 -4.305 0.818
C 5.032 2.664 8.248
C 0.253 1.834 3.206
C -1.568 2.190 1.471
C -5.429 -0.708 -4.691
C -4.366 -2.472 -1.188
C -4.560 -0.521 -5.680
C 1.887 5.908 7.223
C -0.007 0.165 -2.420
C 2.179 6.854 6.121
C 4.149 -5.068 -1.567
C -5.016 -0.278 -7.068
C -0.124 2.074 1.794
C 6.736 1.564 9.625
C -1.123 -2.067 -6.374
C 2.561 6.279 4.806
C 1.522 0.207 -2.423
C 6.663 0.362 8.757
C -0.673 1.727 4.155
C 1.215 -1.892 -7.086
C 5.978 2.632 9.389
C -2.493 2.083 2.421
C 3.313 -2.882 -1.745
C 5.715 0.397 7.616
C 0.771 -1.650 -8.482
C 0.333 -2.088 -6.109
C 4.956 1.465 7.379
C -2.119 1.841 3.838
C -0.690 -1.630 -8.744
C -5.097 -3.709 -1.555
C -5.522 -4.559 -0.625
C -6.890 -0.682 -4.938
C 2.634 4.963 4.625
C -4.550 -3.066 1.183
C 2.343 4.020 5.731
C 1.966 4.593 7.045
C -7.349 -0.435 -6.329
C -6.479 -0.248 -7.318
C -0.457 -1.174 -1.788
C -1.570 -1.822 -7.766
C -4.125 -2.216 0.252
H -6.058 -5.467 -0.869
H 7.434 1.518 10.450
H -8.420 -0.418 -6.488
H -3.494 -0.542 -5.517
H 2.906 4.521 3.675
H 6.014 3.518 10.009
H -0.419 1.552 5.193
H 1.311 1.754 3.421
H 2.378 -3.350 -2.065
H -0.060 1.183 -0.768
H -0.992 -1.448 -9.768
H -0.946 -1.815 -2.511
H -3.552 2.165 2.211
H -0.381 0.251 -3.430
H 1.825 0.191 -1.378
H 0.635 -2.262 -5.083
H -6.789 -0.069 -8.340
H 5.676 -0.678 -1.585
H 4.255 1.512 6.555
H -5.107 -0.889 -3.674
H 1.843 1.107 -2.941
H 2.769 6.986 4.013
H 5.052 -5.529 -1.187
H -2.636 -1.804 -7.933
H -5.262 -3.874 -2.612
H 1.757 3.888 7.835
H 2.284 -1.900 -6.913
H 3.190 -2.579 -0.702
H 3.392 -5.130 -0.789
H -1.817 2.365 0.430
H -1.124 -0.955 -0.965
H 1.612 6.349 8.172
H 0.389 -1.716 -1.373
H 5.677 -0.489 6.996
H -3.590 -1.306 0.495
H 3.817 -5.629 -2.438
H -4.386 -2.900 2.241

Atomic forces in eV per Å
S -0.5 0.5 0.5
P 0.4 -1.1 -1.4
O 0.0 0.0 0.0
O -0.1 0.0 0.0
O 0.1 0.0 0.0
O -0.1 0.0 0.0
O 0.0 -0.2 0.0
O 0.0 0.0 0.0
O 0.1 0.2 0.0
O 0.2 -0.1 0.1
O 0.0 0.0 0.0
O 0.0 0.0 0.0
O 0.2 -0.1 0.2
O 0.0 0.0 0.0
O 0.9 0.6 1.0
O 0.0 0.0 0.0
O 0.0 0.0 0.1
C 0.0 0.0 0.0
C 0.0 0.0 0.0
C 0.1 0.0 0.0
C -0.1 0.0 0.0
C -0.1 0.0 0.0
C 0.0 0.0 0.0
C -0.1 0.1 0.0
C -0.1 -0.1 0.0
C 0.4 -1.0 1.0
C 0.0 0.1 0.0
C 0.0 0.0 0.0
C 0.0 0.0 0.0
C -0.1 0.0 0.0
C 0.0 0.1 0.0
C 0.0 0.0 0.0
C 0.0 -0.1 0.0
C -1.2 0.0 -0.7
C 0.0 -0.1 0.0
C 0.0 0.0 0.0
C 0.0 0.0 0.0
C 0.0 0.0 0.0
C 0.0 0.0 -0.1
C -0.4 0.6 0.1
C -0.1 0.1 0.0
C 0.0 0.0 0.0
C 0.1 0.0 0.1
C 0.0 -0.1 -0.1
C 0.0 0.0 0.0
C 0.0 0.0 0.1
C 0.0 -0.1 0.0
C 0.0 0.0 -0.1
C 0.0 0.0 0.0
C 0.0 0.0 0.0
C 0.0 0.1 0.0
C 0.0 0.0 0.0
C -0.2 0.1 -0.1
C 0.0 0.0 -0.1
C -0.1 0.0 0.0
C 0.2 0.3 -0.3
C 0.1 -0.1 0.0
C 0.0 0.0 0.1
H 0.0 0.0 0.0
H 0.0 0.0 0.0
H 0.0 0.0 0.0
H 0.0 0.0 0.0
H 0.0 0.0 0.0
H 0.0 0.0 0.0
H 0.0 0.0 0.0
H 0.0 0.0 0.0
H -0.1 -0.1 -0.2
H -0.1 0.3 -0.3
H 0.0 0.0 0.0
H -0.2 -0.2 0.0
H 0.0 0.0 0.0
H -0.2 0.3 -0.2
H 0.4 0.0 0.1
H 0.0 0.0 0.0
H 0.0 0.0 0.0
H -0.1 -0.3 -0.3
H 0.0 0.0 0.0
H 0.0 0.0 0.0
H 0.3 0.2 0.2
H 0.0 0.0 0.0
H 0.3 0.0 0.0
H 0.0 0.0 0.0
H 0.0 0.0 0.0
H 0.0 0.0 0.0
H 0.0 0.0 0.0
H 0.1 0.0 0.2
H -0.1 0.0 0.1
H 0.0 0.0 0.0
H -0.4 0.0 0.0
H 0.0 0.0 0.0
H 0.2 -0.1 0.0
H 0.0 0.0 0.0
H 0.0 0.0 0.0
H -0.2 -0.1 -0.1
H 0.0 0.0 0.0

As for the HOMO-LUMO gap: 6.6 eV. For the total energy, the calculation gives -93945.888 eV. As for the structure (SMILES): COCP(S)OC[C@@H](C)O.O=C1C=CC(=O)C=C1.O=C1C=CC(=O)C=C1.O=C1C=CC(=O)C=C1.O=C1C=CC(=O)C=C1.O=C1C=CC(=O)C=C1.O=C1C=CC(=O)C=C1.

Atom charges from the Mulliken analysis, given in e for atoms 1 to 5:
1 S -0.31
2 P -0.28
3 O -0.56
4 O -0.56
5 O -0.51

---

[3]
Molecular formula: CH3N4Si
Method: DFT, the ωB97M-V functional and the def2-TZVPD basis

Positions of all 9 atoms, in Å:
Si -0.772 -0.323 -0.424
N 3.042 -0.109 0.854
N 1.007 -0.816 -0.008
N -0.658 2.288 1.214
N 1.996 -0.337 0.437
C -0.760 1.329 0.568
H -2.388 -0.117 -0.707
H -0.270 -0.271 -1.874
H -1.198 -1.646 -0.060

Atomic forces in eV per Å
Si -1.3 0.5 -1.9
N -0.8 0.6 -0.3
N -0.6 0.2 0.2
N -0.3 -0.7 -0.6
N 1.8 -0.6 0.7
C 0.7 0.2 0.6
H 0.9 0.6 -0.1
H -0.7 0.3 0.5
H 0.2 -1.0 0.8

As for the HOMO-LUMO gap: 9.1 eV. For the total energy, the calculation gives -14922.643 eV. The total charge is -1. The calculation puts the energy above the lowest of the compared OMol25 structures with the same formula, charge and spin at 24.45 kcal/mol.

Atom charges from the Mulliken analysis, given in e for atoms 1 to 5:
1 Si 0.29
2 N -0.68
3 N -0.34
4 N -0.47
5 N 0.61

---

> Which value of HOMO-LUMO gap does entry 3 give?

9.1 eV

---

> Which of these has the lowest HOMO-LUMO gap?

C41H37O15PS